No. 1
115
Properties=species:S:1:pos:R:3:forces:R:3 method="wB97M-V/def2-TZVPD" smiles="CC[C@@H](C)c1c(CP(=O)(O)O)c(C(F)(F)C(F)(F)C(F)(F)F)c(CCCS(=O)(=O)O)c2nsnc12.COC(=O)OC.COC(=O)OC.COC(=O)OC.COC(=O)OC.COC(=O)OC" orbital_gap_ha=0.2543 e_tot_ha=-4775.4677
C -4.374019 5.151006 1.213229 -0.3 0.0 0.2
C -3.427577 4.056651 1.951391 0.0 0.6 -0.8
C -4.167260 2.600977 2.112033 -0.1 0.2 -0.3
C -5.745175 2.660003 1.702681 0.6 -0.8 1.1
C -3.430959 1.455207 1.220947 0.6 -1.7 0.6
C -3.080527 0.038779 1.807510 -0.3 2.4 -2.2
C -3.546146 -0.199397 3.317104 0.4 -1.1 -0.1
P -2.136057 0.244989 4.545681 -0.6 2.2 1.1
O -2.362055 1.650428 5.124586 1.0 -3.5 -1.3
O -0.683062 0.122570 3.637812 -1.9 0.3 2.7
O -2.194885 -0.934992 5.812955 -0.5 1.0 -2.9
C -2.316973 -1.092424 0.964496 -0.1 3.7 -3.2
C -1.910129 -2.513113 1.544950 1.0 -0.8 -0.5
F -1.821856 -2.605691 2.963514 -0.4 0.5 -2.8
F -0.611844 -2.965081 1.071465 -2.9 1.3 0.9
C -2.942647 -3.691285 1.085883 0.2 -1.0 0.8
F -2.344020 -4.947069 1.481829 -1.6 3.0 -1.5
F -3.257661 -3.654360 -0.298624 1.1 -0.3 3.3
C -4.357568 -3.636693 1.873726 -2.7 -1.5 -0.8
F -5.197385 -4.605069 1.208726 2.1 2.4 1.8
F -5.044721 -2.387490 1.697807 2.1 -3.2 1.0
F -4.287071 -4.054699 3.221343 -0.1 1.8 -3.4
C -1.977995 -0.721894 -0.527689 -1.0 0.2 2.3
C -1.273935 -1.689418 -1.579326 0.3 0.6 -1.1
C -2.036789 -1.732914 -3.031959 -1.7 0.2 0.9
C -2.304850 -3.244488 -3.521948 0.8 0.3 0.6
S -3.323852 -3.225634 -5.100755 -5.1 -3.1 0.7
O -3.483458 -4.632274 -5.648861 2.1 4.2 0.9
O -4.726820 -2.751404 -4.734714 4.7 0.2 -0.9
O -2.538974 -2.181018 -6.149672 -0.9 -0.7 1.8
C -2.351062 0.727764 -1.080589 -0.9 3.2 -0.8
N -2.107532 1.299647 -2.376296 -0.4 -1.2 1.9
S -2.703676 2.879948 -2.613925 0.0 -4.0 5.0
N -3.343677 3.050498 -1.018313 1.1 -3.3 1.1
C -3.094937 1.859980 -0.260617 0.8 -1.5 -1.1
H -5.269022 5.386452 1.905393 1.5 -0.2 -1.1
H -4.817665 4.780329 0.226369 0.8 0.4 1.4
H -3.821069 6.133321 0.974759 -0.7 -1.6 0.6
H -3.152610 4.516523 2.965660 -0.5 -1.0 -1.3
H -2.428490 3.950154 1.372453 -1.7 0.1 0.9
H -4.145977 2.379564 3.232304 0.2 0.0 -1.7
H -6.254285 3.432403 2.386764 0.7 -1.0 -1.4
H -6.176769 1.631754 2.028330 0.5 1.6 -0.9
H -5.897954 2.854795 0.587323 0.1 -0.3 1.7
H -3.795325 -1.306662 3.558948 0.4 1.8 -0.8
H -4.507503 0.381161 3.602731 2.0 -0.7 -0.5
H -0.012768 0.585482 4.210487 -0.7 -0.5 -0.8
H -2.848732 -1.641480 5.561286 1.0 0.8 0.3
H -0.237700 -1.221793 -1.813223 -1.5 -1.0 0.7
H -1.177085 -2.780169 -1.262949 0.1 1.8 0.0
H -1.526238 -1.077314 -3.817679 -0.5 -1.1 1.2
H -3.082822 -1.269650 -2.828175 1.7 -0.7 -0.7
H -1.324182 -3.834735 -3.636170 -1.5 0.9 -0.4
H -2.951250 -3.844845 -2.769546 0.8 1.2 -1.5
H -2.580409 -1.278819 -5.737010 -0.1 -0.9 -0.4
C 0.474996 5.324094 2.912343 0.0 -0.2 0.5
O 0.127896 5.956877 1.681152 0.3 0.1 -0.5
C 1.167050 6.164247 0.854734 -0.2 0.0 0.1
O 2.317959 5.866160 1.072538 -0.5 0.1 -0.1
O 0.702705 6.761289 -0.257044 0.1 -0.2 0.4
C 1.705275 7.043873 -1.231691 0.3 0.1 -0.4
H -0.437102 5.206625 3.498881 0.0 0.1 -0.3
H 0.897089 4.332867 2.730416 0.1 0.2 0.0
H 1.172646 5.943534 3.480887 0.0 -0.2 -0.1
H 2.176911 6.121389 -1.578408 0.1 0.1 0.2
H 2.451904 7.731949 -0.828439 0.0 -0.2 0.0
H 1.218448 7.523094 -2.082104 -0.2 -0.1 0.3
C 2.951976 2.233365 8.042967 0.0 -0.2 0.5
O 2.604273 2.866304 6.812185 0.3 0.1 -0.4
C 3.643843 3.073980 5.985611 -0.2 0.0 0.0
O 4.794236 2.775946 6.203116 -0.7 0.1 0.0
O 3.179263 3.671208 4.874409 0.0 -0.3 0.5
C 4.181109 3.954841 3.898091 0.3 0.1 -0.5
H 2.038763 2.116716 8.627950 0.0 0.1 -0.3
H 3.374552 1.242465 7.860897 0.1 0.2 0.0
H 3.649649 2.852792 8.611328 0.0 -0.1 -0.2
H 4.652756 3.032584 3.550241 0.1 0.1 0.2
H 4.927937 4.643319 4.300800 0.0 -0.2 0.0
H 3.693906 4.434645 3.047558 -0.2 -0.1 0.2
C 0.669607 -7.507217 -6.308087 -0.3 0.0 -0.4
O 1.597996 -7.708679 -5.242631 0.0 0.3 0.5
C 1.354107 -6.964501 -4.151165 0.2 -0.2 -0.1
O 0.447838 -6.176632 -4.017703 0.4 -0.2 0.0
O 2.294598 -7.249758 -3.233461 -0.3 0.1 -0.4
C 2.158991 -6.526273 -2.011801 0.0 0.2 0.4
H 0.963004 -8.156750 -7.133731 0.2 0.0 0.3
H -0.340954 -7.780681 -5.995694 0.1 0.2 0.0
H 0.700116 -6.471819 -6.655476 -0.1 -0.1 0.1
H 1.207730 -6.760801 -1.528250 0.0 0.1 -0.1
H 2.248704 -5.451690 -2.188103 -0.2 -0.1 0.0
H 2.968171 -6.835591 -1.349062 0.0 -0.1 -0.3
C 11.082579 0.697805 6.560464 0.2 -0.4 0.0
O 10.519067 2.006908 6.512512 -0.4 0.1 -0.2
C 9.328158 2.072371 5.889496 -0.1 0.2 0.0
O 8.735229 1.144316 5.393756 0.3 0.4 0.2
O 8.914784 3.350723 5.915580 0.4 -0.4 0.0
C 7.652670 3.571393 5.284879 -0.5 0.0 -0.1
H 12.037759 0.764424 7.083144 -0.2 0.3 0.0
H 10.431770 0.018095 7.115516 0.0 0.0 -0.2
H 11.266194 0.319900 5.551948 -0.2 0.0 0.1
H 6.865192 3.006982 5.788659 0.3 0.0 -0.3
H 7.700374 3.308017 4.225115 0.0 -0.1 0.1
H 7.419407 4.634330 5.365102 0.3 -0.1 0.1
C -1.984820 -4.150769 -8.369313 0.0 -0.3 0.4
O -2.323677 -3.545054 -9.617460 0.5 0.2 -0.6
C -1.279044 -3.357798 -10.441328 -0.2 0.0 0.2
O -0.130149 -3.652092 -10.210069 -0.5 0.2 -0.2
O -1.735765 -2.784800 -11.570015 0.1 -0.2 0.4
C -0.726870 -2.525695 -12.543921 0.2 0.1 -0.3
H -2.899293 -4.254000 -7.787540 0.1 0.1 -0.4
H -1.562759 -5.146492 -8.526596 0.1 0.2 0.0
H -1.290130 -3.519693 -7.811365 0.0 -0.2 -0.2
H -0.254439 -3.456372 -12.866783 0.1 0.1 0.2
H 0.018313 -1.829759 -12.151396 0.0 -0.2 0.0
H -1.207489 -2.065021 -13.408072 -0.2 -0.1 0.2



No. 2
93
Properties=species:S:1:pos:R:3:forces:R:3 method="wB97M-V/def2-TZVPD" spin_multiplicity=4 orbital_gap_ha="0.1739 / 0.2344" e_tot_ha=-3540.3751 charge=+3
C 0.643982 1.680671 -2.193903 0.0 0.4 -1.1
C -0.695597 2.334037 -0.447287 0.2 0.8 -0.9
C 0.195543 2.733307 -3.014821 0.0 -0.2 1.1
C -0.979487 3.563908 -1.084196 0.1 -1.4 -0.3
C -0.555107 3.743040 -2.408755 1.0 0.2 0.3
H 0.473566 2.772045 -4.060771 -0.2 -0.1 0.0
H -1.640454 4.252966 -0.607092 -0.6 0.3 0.0
H -0.783571 4.653956 -2.965615 -0.2 -0.3 0.2
N 0.413849 1.643628 -0.865794 -2.6 -0.9 -0.5
P 2.450253 -0.348811 -1.754939 -1.0 -0.8 -1.4
P -1.651080 0.981988 2.033049 0.4 0.5 2.3
C 1.196825 0.421614 -2.822029 -0.4 0.6 0.1
H 0.366049 -0.286997 -3.033040 0.3 0.5 0.4
H 1.626063 0.680369 -3.788478 0.1 -0.2 0.0
C -1.841125 1.628777 0.289681 3.0 1.2 3.0
H -2.521857 2.456221 0.636229 -0.6 -1.4 -1.7
C -3.431948 0.640993 2.431761 0.0 -0.6 0.2
C -0.611812 1.621978 3.553676 0.0 0.2 0.0
C 2.315143 -2.185712 -2.182136 0.2 -0.4 0.6
C 3.953379 0.528836 -2.370012 0.5 0.1 0.6
C -3.447272 -0.901234 2.544320 -0.1 -0.6 0.0
H -2.977815 -1.256787 3.484612 -0.4 0.2 -0.4
H -4.493397 -1.251411 2.479205 0.4 0.1 0.3
H -2.900077 -1.371833 1.704163 -0.4 0.1 0.4
C -3.934059 1.303648 3.720109 -0.3 0.1 0.2
H -3.413471 0.985529 4.632840 -0.2 0.2 -0.4
H -3.905298 2.396483 3.642465 -0.1 -0.3 0.0
H -4.989602 1.029642 3.851207 0.2 0.0 -0.1
C -4.326450 1.063418 1.262752 -0.2 0.1 0.0
H -5.337122 0.695402 1.445162 0.1 -0.1 0.1
H -4.406748 2.147476 1.207097 -0.1 0.1 -0.1
H -3.986525 0.670245 0.300302 -0.6 0.2 0.5
C -0.738243 0.527233 4.624179 -0.3 -0.2 0.1
H -0.467691 -0.443868 4.187481 -0.1 0.3 0.4
H -0.047767 0.742181 5.453820 -0.1 0.1 -0.3
H -1.735625 0.464152 5.072681 0.3 -0.1 -0.2
C 0.872024 1.764840 3.228568 0.1 -0.1 -0.5
H 1.311166 0.811656 2.913962 -0.1 0.3 0.3
H 1.050384 2.508499 2.446037 0.0 0.1 0.1
H 1.403456 2.090843 4.136330 -0.2 0.0 -0.3
C -1.152612 2.989427 3.982849 -0.3 0.2 0.1
H -2.194835 2.957862 4.324266 0.5 0.1 -0.2
H -0.554562 3.343010 4.837101 0.0 -0.1 -0.3
H -1.049027 3.727105 3.169966 0.0 -0.2 0.3
C 5.150713 -0.151310 -1.693667 0.5 0.1 -0.3
H 6.039077 0.429616 -1.961482 0.0 -0.1 0.2
H 5.069631 -0.151202 -0.592405 0.1 -0.1 -0.5
H 5.330537 -1.163840 -2.076347 -0.1 0.2 0.2
C 3.873864 1.992178 -1.907747 0.0 0.1 0.0
H 3.033812 2.527365 -2.369064 0.2 -0.1 0.2
H 3.825691 2.092262 -0.818821 0.1 0.1 -0.3
H 4.795540 2.480789 -2.247084 -0.2 0.0 0.1
C 4.089224 0.545427 -3.911848 0.0 -0.3 0.0
H 5.076362 0.986819 -4.117705 -0.3 -0.1 0.0
H 4.077722 -0.460520 -4.352402 0.0 0.6 0.1
H 3.326814 1.188125 -4.388915 0.5 -0.3 0.2
C 0.859073 -2.678853 -2.090832 -0.2 0.2 -0.1
H 0.255601 -2.343536 -2.940037 0.1 -0.1 0.1
H 0.846026 -3.781090 -2.116091 0.2 0.4 0.1
H 0.344633 -2.352531 -1.174481 0.2 -0.2 -0.2
C 3.136683 -2.942690 -1.129962 0.4 -0.3 0.1
H 2.697600 -2.883004 -0.125696 0.0 0.0 -0.3
H 3.188564 -4.004933 -1.403373 -0.1 0.2 0.1
H 4.171692 -2.592446 -1.073792 -0.1 -0.1 0.0
C 2.873834 -2.478089 -3.586466 0.2 0.0 -0.1
H 2.370516 -1.881182 -4.365122 0.2 -0.3 0.2
H 3.963120 -2.321762 -3.635891 -0.4 0.0 0.0
H 2.703531 -3.547358 -3.799939 -0.1 0.4 0.1
Mn 1.000816 0.098826 0.260632 0.2 -1.7 -0.6
C 2.703953 0.641029 0.736466 5.9 3.0 3.8
O 3.686430 0.990749 1.323907 -5.2 -2.2 -3.4
N -0.780366 -0.621092 0.104999 0.0 2.5 1.0
C -1.846420 0.082039 -0.021160 -0.2 -1.6 -4.7
C -2.802013 -0.580440 -1.024680 -0.5 0.0 -0.3
C -3.033891 -1.969013 -1.053596 -0.4 -0.4 -0.1
C -3.406421 0.185556 -2.030996 -0.7 0.2 -0.1
C -3.950619 -2.523674 -1.982651 0.6 0.6 0.3
H -2.522220 -2.614374 -0.328325 -0.3 0.2 -0.3
C -4.326277 -0.337384 -2.974962 0.8 0.3 0.8
H -3.205379 1.246227 -1.999712 -0.1 0.3 -0.3
C -4.614300 -1.700738 -2.914649 0.3 -0.3 0.0
H -4.133238 -3.602211 -1.987891 0.1 0.4 0.1
H -4.808111 0.328354 -3.710946 0.4 -0.5 0.5
H -5.322229 -2.142450 -3.628553 0.3 0.2 0.4
N -0.211366 -3.872179 3.301540 0.2 0.9 0.3
N 0.629089 -2.790752 3.045643 1.2 -0.6 -2.5
N 1.981217 -3.056715 2.844743 -2.1 1.4 0.8
C 2.337767 -1.982095 2.169514 -0.1 -0.4 0.1
N 1.305874 -1.180712 1.813564 -1.7 -1.5 1.5
N 0.169559 -1.736485 2.413716 2.5 -0.7 -0.2
H -1.088268 -3.507978 3.660554 0.0 -0.3 0.2
H 0.247473 -4.544375 3.913813 0.0 0.3 0.1
H 3.387634 -1.828680 1.951196 -0.2 0.2 -0.2